<one>
The following is a DFT calculation (the ωB97M-V functional and the def2-TZVPD basis) of a structure of composition C6H14N2O.

Element x y z (Å)
1 C 0.9811 0.8851 0.5334
2 C 1.3613 1.7243 -0.6529
3 N 1.5687 -1.6470 -1.3659
4 O 2.0189 -1.5214 -0.2202
5 H 2.1487 -1.1103 -2.0569
6 H -0.0739 -1.2891 -1.2633
7 H 0.6170 1.4656 1.3752
8 H 1.8003 0.3128 0.9544
9 H 1.3672 1.1085 -1.5733
10 H 2.3708 2.1267 -0.5482
11 H 0.6665 2.5533 -0.8047
12 C -1.7423 1.1217 0.3658
13 C -0.6999 0.0209 0.2067
14 C -0.8105 -1.0020 1.2786
15 C -1.0890 -2.2868 1.1047
16 N -0.7479 -0.5134 -1.0833
17 H -0.6970 0.1828 -1.8153
18 H -0.6785 -0.6137 2.2813
19 H -1.5801 1.9124 -0.3672
20 H -1.6970 1.5504 1.3637
21 H -2.7413 0.7079 0.2231
22 H -1.2460 -2.7155 0.1268
23 H -1.0972 -2.9733 1.9376

- Lowest unoccupied orbital energy (spin up / spin down): -0.0245 / -0.0246 hartree
- Highest occupied orbital energy (spin up / spin down): -8.20 / -8.20 eV

<two>
The following is a DFT calculation (the ωB97M-V functional and the def2-TZVPD basis) of a cluster of 2 separate species, C6H14N2O in total.

Element x y z (Å)
1 C 2.0878 0.7788 0.1325
2 C 0.9901 0.1764 0.5646
3 C 0.3825 0.4096 1.9226
4 C -1.1197 0.6796 1.8312
5 O 0.5157 -0.9773 -0.1663
6 N 0.7898 -2.2655 0.3245
7 H 2.5637 1.5597 0.7003
8 H 2.5431 0.5123 -0.8066
9 H 0.8980 1.2437 2.4008
10 H 0.5460 -0.4679 2.5603
11 H -1.5552 0.7410 2.8264
12 H -1.6176 -0.1079 1.2691
13 H -1.2960 1.6215 1.3146
14 H 0.3364 -2.3885 1.2293
15 H 1.7958 -2.3698 0.4301
16 C -2.1015 -0.1027 -1.7145
17 C -0.9440 0.5126 -1.8862
18 N 0.0312 0.1733 -2.8033
19 H -2.3628 -0.9864 -2.2809
20 H -2.8289 0.2341 -1.0014
21 H -0.6177 1.3567 -1.2308
22 H 0.9608 0.4676 -2.5457
23 H 0.0025 -0.8007 -3.0703

- SMILES: C=C(CC)ON.C=CN
- Lowest unoccupied orbital energy: 0.0284 hartree
- Highest occupied orbital energy: -7.83 eV

How do the structures above rank in stability at the extremes? <two> comes first and <one> comes last.